# C4H9N2

A molecular structure, C4H9N2 (ωB97M-V/def2-TZVPD, OMol25).

Geometry as ORCA input:
```
! RIJCOSX wB97M-V def2-TZVPD def2/J DEFGRID3
* xyz 1 1
C 0.003 2.489 0.067
C -0.063 0.553 0.691
C 0.244 -1.890 0.612
C -0.399 -0.620 -1.447
N -0.221 3.074 1.109
N -0.044 -0.558 0.039
H 0.282 2.552 -0.966
H -0.051 0.688 1.818
H 0.820 -1.661 1.521
H 0.892 -2.515 -0.148
H -0.627 -2.571 0.783
H -0.677 0.423 -1.819
H -1.280 -1.381 -1.467
H 0.338 -1.166 -2.051
H -0.363 4.055 1.328
*
```

The HOMO energy comes out at -0.52131 hartree. The total energy is -266.9374 Eh.

# C40H43Br2GeIrN8O3PS3

A molecular structure, C40H43Br2GeIrN8O3PS3 (ωB97M-V/def2-TZVPD, OMol25).

Geometry as ORCA input:
```
! RIJCOSX wB97M-V def2-TZVPD def2/J DEFGRID3
* xyz 2 6
Ir 15.651 12.372 18.568
S 18.519 11.888 23.428
C 19.120 11.952 25.049
C 18.116 12.298 25.907
C 16.873 12.503 25.267
C 16.899 12.317 23.942
C 15.831 12.443 22.961
C 16.187 12.409 21.607
N 15.315 12.454 20.613
C 13.971 12.577 20.951
C 13.530 12.678 22.271
C 12.115 12.807 22.535
C 11.244 12.774 21.516
C 11.703 12.745 20.145
C 10.840 12.786 19.041
C 11.316 12.672 17.763
C 12.687 12.542 17.590
N 13.572 12.460 18.622
C 13.063 12.586 19.864
C 10.385 12.625 16.623
C 9.031 12.520 16.712
C 8.399 12.367 15.454
C 9.302 12.264 14.417
S 10.903 12.423 14.984
C 14.500 12.567 23.298
H 20.155 11.760 25.288
H 18.313 12.415 26.958
H 15.990 12.823 25.806
H 17.208 12.390 21.282
H 11.786 12.874 23.574
H 10.183 12.853 21.728
H 9.791 12.911 19.242
H 13.121 12.475 16.584
H 8.473 12.597 17.640
H 7.336 12.309 15.253
H 9.064 12.156 13.374
H 14.134 12.618 24.306
Br 14.335 15.516 18.455
C 15.277 17.071 18.845
Br 17.783 14.644 20.132
H 16.172 16.963 19.414
H 14.783 18.016 18.673
O 14.183 8.668 9.510
S 13.308 9.735 9.967
O 12.465 9.530 11.087
O 12.677 10.345 8.754
C 14.424 11.091 10.463
N 14.915 11.839 9.553
C 15.550 12.915 9.955
C 15.697 13.213 11.315
C 15.233 12.269 12.214
N 14.624 11.191 11.765
C 15.426 12.351 13.641
C 15.237 11.169 14.384
C 15.426 11.209 15.756
N 15.737 12.338 16.447
C 15.939 13.445 15.723
C 15.811 13.486 14.338
H 15.907 13.436 9.093
H 16.176 14.116 11.679
H 14.956 10.252 13.850
H 15.248 10.310 16.360
H 16.121 14.348 16.309
H 15.986 14.429 13.818
C 17.221 7.170 19.393
N 17.321 8.246 20.494
C 16.186 8.007 21.501
N 14.936 8.075 20.836
C 14.864 7.097 19.753
N 15.943 7.261 18.765
C 15.739 8.453 17.978
P 15.763 9.977 19.046
C 17.291 9.627 19.952
C 14.581 9.433 20.379
H 17.284 6.218 19.928
H 18.056 7.313 18.719
H 18.209 8.097 20.987
H 16.300 8.776 22.267
H 16.382 7.019 21.925
H 13.899 7.171 19.238
H 14.948 6.106 20.200
H 14.770 8.435 17.470
H 16.456 8.507 17.160
H 17.460 10.326 20.757
H 18.140 9.769 19.299
H 13.560 9.440 20.017
H 14.623 10.117 21.232
C 20.022 11.827 19.796
Ge 19.072 12.436 18.180
C 18.816 11.067 16.822
C 20.202 13.887 17.508
C 17.329 13.474 18.628
H 21.081 12.017 19.587
H 19.908 10.764 20.014
H 19.703 12.409 20.661
H 19.701 10.429 16.792
H 18.753 11.608 15.874
H 17.905 10.485 16.926
H 21.230 13.523 17.526
H 20.114 14.742 18.174
H 19.909 14.187 16.513
H 17.396 14.204 17.829
*
```

The HOMO energy (spin up / spin down) comes out at -0.35079 / -0.44149 hartree. The total energy is -11078.2971 Eh. As for the expectation value of S²: 8.801.

# C49H38CeN3O9P3

A molecular structure, C49H38CeN3O9P3 (ωB97M-V/def2-TZVPD, OMol25).

Geometry as ORCA input:
```
! RIJCOSX wB97M-V def2-TZVPD def2/J DEFGRID3
* xyz 1 2
Ce 0.807 0.846 -0.924
O -1.389 0.981 -1.870
P -2.732 0.445 -1.385
C -2.756 -1.377 -1.173
P -1.582 -1.935 0.137
O -0.371 -0.964 0.000
C -0.972 -3.545 -0.300
C -1.499 -4.760 0.101
C -0.974 -5.969 -0.360
C 0.060 -5.991 -1.287
C 0.664 -4.788 -1.577
C 0.139 -3.571 -1.153
C -2.406 -1.845 1.707
C -1.754 -1.116 2.718
C -2.303 -1.088 4.030
C -3.478 -1.757 4.272
C -4.181 -2.439 3.261
C -3.631 -2.470 1.997
C -3.338 1.191 0.098
C -2.629 2.277 0.583
C -3.046 2.857 1.796
C -4.236 2.427 2.392
C -4.984 1.424 1.798
C -4.522 0.810 0.670
C -3.993 0.936 -2.562
C -4.227 2.315 -2.623
C -5.207 2.817 -3.502
C -5.928 1.947 -4.328
C -5.723 0.590 -4.226
C -4.823 0.084 -3.313
H -2.464 -1.746 -2.170
H -3.754 -1.770 -0.990
H -2.361 -4.797 0.781
H -1.450 -6.914 -0.037
H 0.364 -6.907 -1.735
H 1.514 -4.805 -2.296
H 0.592 -2.679 -1.427
H -0.822 -0.621 2.472
H -1.764 -0.533 4.799
H -3.953 -1.643 5.230
H -5.056 -2.999 3.475
H -4.208 -3.020 1.229
H -1.697 2.629 0.152
H -2.440 3.671 2.224
H -4.613 2.933 3.268
H -5.982 1.143 2.190
H -5.093 0.031 0.208
H -3.732 3.013 -1.937
H -5.410 3.909 -3.445
H -6.694 2.318 -5.020
H -6.310 -0.091 -4.846
H -4.804 -0.972 -3.112
C 2.163 -3.384 2.601
C 2.556 -3.825 1.285
C 2.973 -2.925 0.292
C 3.018 -1.588 0.562
C 2.598 -1.134 1.816
C 2.261 -2.014 2.841
P 3.671 -0.295 -0.563
C 5.497 -0.277 -0.305
C 6.190 0.774 -0.947
C 7.533 0.982 -0.811
C 8.221 0.081 0.031
C 7.577 -0.940 0.667
C 6.179 -1.158 0.498
C 3.343 -0.829 -2.273
C 4.197 -1.633 -3.016
C 3.789 -2.085 -4.252
C 2.572 -1.715 -4.810
C 1.704 -0.989 -3.992
C 2.026 -0.563 -2.716
H 1.740 -4.097 3.260
H 2.322 -4.848 1.027
H 3.312 -3.268 -0.696
H 2.620 -0.076 2.007
H 2.016 -1.640 3.823
H 5.618 1.371 -1.690
H 8.040 1.814 -1.346
H 9.299 0.138 0.151
H 8.133 -1.577 1.315
H 5.661 -1.968 1.041
H 5.108 -1.994 -2.585
H 4.468 -2.664 -4.900
H 2.347 -1.955 -5.836
H 0.747 -0.646 -4.414
O -0.489 7.667 3.376
N -0.107 7.430 2.237
O -0.179 8.216 1.344
C 0.366 6.090 1.943
C 0.734 5.836 0.661
C 1.089 4.559 0.304
C 1.072 3.477 1.186
O 1.383 2.264 0.888
C 0.631 3.784 2.485
C 0.359 5.075 2.902
N 0.424 2.660 3.479
O 1.075 2.683 4.483
O -0.356 1.822 3.179
N 1.513 4.378 -1.090
O 1.323 3.251 -1.602
O 2.030 5.323 -1.669
H 0.788 6.650 -0.042
H -0.005 5.279 3.880
*
```

The HOMO energy (spin up / spin down) comes out at -0.37189 / -0.37453 hartree. The total energy is -4230.3320 Eh. As for the expectation value of S²: 0.751.

# C2H8N2O

2 unconnected molecules or ions with the total composition C2H8N2O (ωB97M-V/def2-TZVPD, OMol25).

Geometry as ORCA input:
```
! RIJCOSX wB97M-V def2-TZVPD def2/J DEFGRID3
* xyz 0 1
C -0.914 -0.606 -0.146
C -0.943 0.523 0.553
N -1.901 1.556 0.185
N -0.046 -1.682 0.092
H -1.349 -0.612 -1.134
H -0.459 0.742 1.500
H -2.634 1.586 0.888
H -1.470 2.459 0.053
H 0.296 -1.735 1.021
H -0.363 -2.526 -0.359
H 2.637 -0.036 -1.337
H 3.630 0.044 -0.195
O 3.514 0.286 -1.119
*
```

The HOMO energy comes out at -0.30692 hartree. The total energy is -265.7161 Eh.

# H54O27

27 unconnected molecules or ions with the total composition H54O27 (ωB97M-V/def2-TZVPD, OMol25).

Geometry as ORCA input:
```
! RIJCOSX wB97M-V def2-TZVPD def2/J DEFGRID3
* xyz 0 1
O -26.150 -1.515 8.945
H -25.427 -1.396 8.329
H -25.827 -2.162 9.572
O -29.999 1.444 10.630
H -29.257 1.602 10.045
H -29.815 0.592 11.025
O -26.922 3.123 2.915
H -26.645 3.045 3.828
H -26.368 3.815 2.554
O -22.696 3.376 9.557
H -23.594 3.706 9.517
H -22.791 2.424 9.589
O -28.256 4.023 7.801
H -28.437 4.312 8.696
H -28.630 4.709 7.248
O -22.340 0.752 8.132
H -21.472 0.418 8.359
H -22.923 0.001 8.245
O -29.781 1.503 5.058
H -30.038 1.560 5.979
H -28.824 1.519 5.075
O -24.287 4.014 2.631
H -23.499 3.509 2.830
H -24.029 4.587 1.908
O -26.706 1.497 10.274
H -27.187 1.311 9.468
H -26.223 0.691 10.457
O -25.624 4.479 8.665
H -26.547 4.410 8.420
H -25.264 5.127 8.060
O -19.185 1.997 5.746
H -19.472 2.780 6.215
H -18.229 2.031 5.785
O -25.272 7.143 11.014
H -25.395 6.330 11.503
H -25.659 7.819 11.571
O -21.467 5.623 10.911
H -22.054 6.289 10.555
H -21.586 4.866 10.337
O -24.879 2.083 7.430
H -25.179 2.796 7.993
H -23.928 2.191 7.393
O -25.541 4.489 4.962
H -25.186 4.381 4.080
H -24.799 4.317 5.542
O -22.449 2.148 5.304
H -22.927 1.608 4.674
H -22.005 1.518 5.871
O -20.401 -0.326 5.196
H -20.024 0.552 5.260
H -20.139 -0.638 4.330
O -22.725 -1.470 4.668
H -21.877 -1.334 5.089
H -22.598 -1.168 3.768
O -28.043 1.420 7.757
H -28.010 2.363 7.918
H -27.480 1.286 6.996
O -26.825 1.307 5.408
H -26.119 1.839 5.774
H -26.492 1.019 4.557
O -24.412 -0.952 6.889
H -24.786 -0.072 6.918
H -23.814 -0.935 6.142
O -25.100 0.835 2.915
H -24.421 0.728 2.248
H -25.921 0.844 2.422
O -23.420 -0.274 10.970
H -23.269 0.567 10.540
H -22.553 -0.553 11.263
O -19.497 3.656 7.921
H -20.420 3.785 8.137
H -19.234 4.473 7.497
O -19.568 1.076 9.158
H -19.306 1.994 9.092
H -18.829 0.589 8.791
O -27.626 3.277 12.239
H -28.073 3.902 11.668
H -27.205 2.662 11.639
O -23.325 4.519 6.654
H -22.922 4.365 7.508
H -22.916 3.876 6.075
*
```

The HOMO energy comes out at -0.37294 hartree. The total energy is -2063.8968 Eh.

# C16H17Cl2F5O2RuS

A molecular structure, C16H17Cl2F5O2RuS (ωB97M-V/def2-TZVPD, OMol25).

Geometry as ORCA input:
```
! RIJCOSX wB97M-V def2-TZVPD def2/J DEFGRID3
* xyz -2 5
C 0.601 -1.371 -1.844
C 1.445 -0.225 -2.233
C 0.655 0.933 -2.224
C 2.868 -0.331 -2.625
C -0.688 0.573 -1.936
C -0.745 -0.840 -1.696
C -1.965 -1.660 -1.809
C 0.878 -2.772 -2.232
C 1.147 2.311 -2.505
C -1.871 1.461 -2.054
Ru 0.480 -1.058 0.236
Cl 2.352 0.097 0.574
Cl 2.083 -2.670 0.723
O -1.249 -0.545 1.034
H 3.250 -1.332 -2.367
H 3.475 0.434 -2.112
H 3.005 -0.164 -3.702
H 2.048 2.511 -1.913
H 0.382 3.050 -2.248
H 1.394 2.457 -3.565
H -1.673 2.457 -1.635
H -2.722 1.028 -1.522
H -2.188 1.597 -3.098
H -2.832 -1.125 -1.411
H -1.840 -2.585 -1.251
H -2.173 -1.907 -2.858
H 1.928 -3.010 -2.047
H 0.633 -2.929 -3.292
H 0.266 -3.426 -1.614
H -1.533 0.369 0.817
O -0.559 -2.976 0.653
H -1.220 -2.512 1.210
F -1.273 0.675 6.818
C -0.889 0.921 5.546
C -1.459 1.964 4.817
F -2.392 2.739 5.396
C -1.068 2.207 3.509
F -1.631 3.216 2.814
C -0.087 1.406 2.879
S 0.376 1.741 1.289
C 0.502 0.384 3.675
F 1.479 -0.387 3.158
C 0.108 0.143 4.973
F 0.702 -0.851 5.672
*
```

The HOMO energy (spin up / spin down) comes out at -0.01551 / -0.01401 hartree. The total energy is -2683.0423 Eh. As for the expectation value of S²: 6.045.

# C3H2O2

2 unconnected molecules or ions with the total composition C3H2O2 (ωB97M-V/def2-TZVPD, OMol25).

Geometry as ORCA input:
```
! RIJCOSX wB97M-V def2-TZVPD def2/J DEFGRID3
* xyz 0 1
C 0.919 -0.173 -1.369
C 2.735 -0.639 2.172
C -0.345 -0.235 -1.082
O 1.729 -0.817 1.659
O 2.037 -0.383 -1.522
H -0.995 0.281 -1.655
H -0.698 -1.262 -1.011
*
```

The HOMO energy comes out at -0.34897 hartree. The total energy is -265.9330 Eh.

# H10O5

5 unconnected molecules or ions with the total composition H10O5 (ωB97M-V/def2-TZVPD, OMol25).

Geometry as ORCA input:
```
! RIJCOSX wB97M-V def2-TZVPD def2/J DEFGRID3
* xyz 0 1
O -1.972 -2.095 3.838
H -1.635 -1.199 3.857
H -1.731 -2.423 2.972
O 0.688 -1.216 -2.797
H 1.475 -0.672 -2.756
H 1.012 -2.089 -3.020
O 1.693 5.604 -1.332
H 2.576 5.913 -1.533
H 1.608 4.786 -1.821
O -1.720 -2.909 0.332
H -1.882 -3.763 -0.070
H -2.024 -2.277 -0.319
O 0.743 0.827 1.256
H 0.392 0.039 0.842
H 0.777 1.474 0.551
*
```

The HOMO energy comes out at -0.40662 hartree. The total energy is -382.1746 Eh.

# C35H37Cl3CsGeN10O2S

A molecular structure, C35H37Cl3CsGeN10O2S (ωB97M-V/def2-TZVPD, OMol25).

Geometry as ORCA input:
```
! RIJCOSX wB97M-V def2-TZVPD def2/J DEFGRID3
* xyz 0 2
Cs -0.422 -0.047 -0.354
C -2.246 -0.168 -3.832
C -2.859 1.031 -3.087
C -3.781 0.608 -1.966
C -5.056 0.117 -2.243
C -5.859 -0.309 -1.202
C -5.372 -0.241 0.096
C -4.099 0.268 0.280
N -3.325 0.693 -0.719
N -0.837 -0.448 -3.502
C 0.014 0.513 -4.177
C 1.494 0.452 -3.862
C 2.348 1.321 -4.541
C 3.708 1.245 -4.311
C 4.183 0.293 -3.418
C 3.260 -0.511 -2.776
N 1.945 -0.430 -2.975
C -0.516 -1.815 -3.890
C -1.112 -2.879 -2.982
C -1.002 -4.216 -3.356
C -1.499 -5.191 -2.514
C -2.105 -4.806 -1.325
C -2.180 -3.456 -1.041
N -1.694 -2.506 -1.845
H -2.339 -0.028 -4.921
H -2.816 -1.063 -3.588
H -3.433 1.632 -3.795
H -2.091 1.691 -2.678
H -5.408 0.073 -3.266
H -6.852 -0.693 -1.398
H -5.960 -0.574 0.939
H -3.664 0.325 1.271
H -0.338 1.517 -3.920
H -0.098 0.435 -5.276
H 1.941 2.038 -5.242
H 4.389 1.908 -4.826
H 5.240 0.181 -3.221
H 3.576 -1.267 -2.066
H 0.564 -1.941 -3.857
H -0.830 -2.016 -4.930
H -0.526 -4.478 -4.292
H -1.419 -6.237 -2.780
H -2.512 -5.533 -0.636
H -2.646 -3.108 -0.127
C 0.797 3.676 3.124
C 0.916 3.169 1.711
N -0.059 3.049 0.899
N -1.306 3.314 1.413
C -2.353 3.570 0.581
N -3.550 3.445 1.196
S -2.199 4.097 -0.985
C 2.253 2.788 1.191
C 3.358 3.605 1.421
C 4.587 3.227 0.911
C 4.683 2.029 0.226
C 3.533 1.272 0.067
N 2.337 1.639 0.516
H 0.150 4.555 3.149
H 1.766 3.927 3.550
H 0.341 2.921 3.768
H -1.502 2.936 2.337
H -3.635 2.887 2.035
H -4.363 3.557 0.616
H 3.255 4.524 1.979
H 5.457 3.852 1.064
H 5.625 1.677 -0.171
H 3.568 0.315 -0.435
Cl 0.046 -1.400 5.172
Ge -0.162 -0.279 3.244
Cl -1.886 1.177 3.906
Cl -1.693 -1.780 2.186
C 0.574 -4.387 2.706
O 0.996 -4.041 1.365
C 1.258 -2.773 1.156
O 1.568 -2.263 0.128
H 0.965 -5.383 2.894
H -0.512 -4.377 2.740
H 0.967 -3.669 3.424
N 4.699 3.336 4.600
C 4.721 2.281 4.147
C 4.714 0.970 3.564
C 5.879 0.379 3.088
C 5.785 -0.860 2.486
C 4.532 -1.454 2.380
N 3.421 -0.903 2.854
C 3.508 0.280 3.439
H 6.827 0.892 3.180
H 6.660 -1.361 2.097
H 4.417 -2.417 1.897
H 2.590 0.712 3.817
*
```

The HOMO energy (spin up / spin down) comes out at -0.28873 / -0.28874 hartree. The total energy is -5929.9191 Eh. As for the expectation value of S²: 0.753.

Summary of strongest force on any atom in hartree/bohr
0.076; 0.058; 0.070; 0.033; 0.026; 0.076; 0.065; 0.008; 0.013
(order as listed above)